Computed, not measured: C69H76Cl3N6O4S3SbSiTi as an isolated structure in a non-equilibrium geometry, with ωB97M-V with the def2-TZVPD basis set.

LUMO	0.1093	hartree
molecular weight	1453.68	g mol⁻¹
HOMO energy	-0.3	eV
DFT total energy	-197528.1412	eV
total charge	-2
ΔE to the lowest compared entry with this formula, charge and spin	0.0	kJ/mol

Last column: Mulliken charge in e.
Atoms and positions in Å:
Ti  0.17  -0.30  0.79  -1.067
N  -0.03  -3.51  2.98  -0.375
C  -1.06  -3.09  3.91  0.075
C  -2.33  -2.70  3.16  -1.485
C  -2.34  -1.30  2.52  0.116
O  -3.32  -0.59  2.77  -0.815
O  -1.40  -0.98  1.74  3.032
H  0.81  -3.78  3.49  0.233
H  0.23  -2.71  2.41  -0.594
H  -0.75  -2.25  4.55  -0.060
H  -1.28  -3.94  4.57  0.480
H  -3.19  -2.75  3.83  0.474
H  -2.48  -3.42  2.35  0.127
S  -1.37  1.18  -0.61  0.398
C  -0.54  2.68  -0.55  -1.087
N  -0.81  3.64  -1.50  0.103
C  -0.29  4.96  -1.27  -0.951
C  1.16  4.83  -0.79  -1.059
N  1.20  4.04  0.41  0.462
C  1.90  4.55  1.56  -0.648
C  1.20  5.72  2.18  0.564
C  1.78  6.98  2.25  -0.280
C  1.10  8.04  2.82  -0.630
C  -0.18  7.86  3.31  -0.379
C  -0.77  6.61  3.25  -0.897
C  -0.09  5.55  2.69  -0.023
C  0.35  2.95  0.48  -0.441
S  0.37  1.96  1.89  -0.587
C  -1.47  3.35  -2.76  -0.419
C  -0.58  3.64  -3.94  0.314
C  -0.98  4.52  -4.94  -0.338
C  -0.16  4.82  -6.00  -0.628
C  1.09  4.22  -6.10  -0.514
C  1.50  3.34  -5.11  -1.277
C  0.68  3.05  -4.04  0.086
H  -0.87  5.48  -0.50  0.441
H  -0.33  5.54  -2.20  0.504
H  1.59  5.82  -0.58  0.481
H  1.75  4.35  -1.58  0.366
H  2.92  4.83  1.26  0.259
H  1.96  3.73  2.29  -0.101
H  2.78  7.13  1.86  0.364
H  1.57  9.02  2.87  0.362
H  -0.72  8.69  3.75  0.371
H  -1.77  6.46  3.64  0.427
H  -0.54  4.56  2.64  0.582
H  -2.39  3.95  -2.83  0.341
H  -1.74  2.30  -2.72  -0.276
H  -1.96  4.98  -4.87  0.388
H  -0.49  5.51  -6.77  0.382
H  1.74  4.44  -6.94  0.375
H  2.47  2.87  -5.18  0.480
H  1.01  2.35  -3.28  0.845
Cl  3.72  -5.30  -6.18  -0.257
C  2.26  -5.29  -5.26  0.203
C  2.04  -4.31  -4.29  -1.383
C  0.87  -4.31  -3.59  1.496
C  -0.14  -5.27  -3.80  -0.653
C  -1.38  -5.34  -2.95  0.189
C  -1.09  -5.49  -1.43  -2.059
N  -0.39  -4.39  -0.82  0.678
C  0.93  -4.40  -0.44  -1.185
C  1.20  -3.15  0.03  -0.760
N  0.08  -2.39  -0.04  1.567
C  -0.86  -3.16  -0.56  -1.560
O  -2.32  -4.28  -3.09  -0.443
C  -2.09  -3.31  -4.09  0.332
C  -1.77  -3.83  -5.45  -0.538
C  -2.56  -4.68  -6.19  0.705
Cl  -4.02  -5.42  -5.67  -0.214
S  -1.92  -5.02  -7.78  -0.209
C  -0.58  -3.96  -7.45  -0.510
C  -0.65  -3.41  -6.21  -0.382
C  0.14  -6.26  -4.77  0.712
Cl  -1.00  -7.54  -5.10  -0.225
C  1.29  -6.27  -5.51  -0.873
H  2.79  -3.56  -4.10  0.692
H  0.71  -3.51  -2.88  -0.290
H  -1.92  -6.27  -3.22  0.890
H  -0.50  -6.40  -1.27  0.440
H  -2.06  -5.60  -0.94  0.402
H  1.54  -5.27  -0.54  0.533
H  2.12  -2.75  0.43  0.332
H  -1.87  -2.86  -0.75  0.587
H  -1.27  -2.64  -3.78  -0.734
H  -3.02  -2.74  -4.10  0.793
H  0.16  -3.82  -8.21  0.476
H  0.09  -2.73  -5.82  0.687
H  1.45  -7.02  -6.27  0.442
O  1.33  -0.90  2.34  1.781
Si  1.86  -0.49  3.76  -0.860
C  2.26  -2.02  4.84  1.319
C  1.83  -2.15  6.15  -0.353
C  2.19  -3.23  6.93  -0.839
C  3.00  -4.23  6.40  -0.612
C  3.44  -4.12  5.09  -0.605
C  3.07  -3.03  4.33  -0.230
C  3.52  0.47  3.76  0.795
C  4.50  0.25  4.72  -0.605
C  5.65  1.02  4.77  -0.825
C  5.84  2.04  3.85  -0.787
C  4.88  2.26  2.87  -0.807
C  3.73  1.48  2.83  -0.513
C  0.78  0.64  4.87  0.644
C  -0.57  0.81  4.59  0.492
C  -1.36  1.68  5.32  -0.779
C  -0.81  2.38  6.38  -0.698
C  0.53  2.21  6.69  -0.864
C  1.31  1.36  5.93  -0.340
H  1.20  -1.38  6.57  0.374
H  1.85  -3.31  7.95  0.364
H  3.29  -5.08  7.01  0.320
H  4.06  -4.89  4.67  0.386
H  3.42  -2.95  3.31  0.284
H  4.36  -0.54  5.45  0.321
H  6.40  0.83  5.53  0.394
H  6.73  2.65  3.89  0.356
H  5.02  3.04  2.14  0.445
H  2.98  1.65  2.07  0.590
H  -1.01  0.27  3.77  -0.131
H  -2.40  1.81  5.05  0.455
H  -1.42  3.07  6.95  0.362
H  0.96  2.75  7.52  0.371
H  2.36  1.26  6.17  0.426
C  4.10  -0.26  -0.02  -1.055
C  3.49  -0.49  -1.37  1.126
C  4.27  -0.84  -2.45  -0.847
C  3.72  -1.05  -3.71  -1.089
C  2.34  -0.92  -3.86  -0.970
C  1.52  -0.60  -2.80  1.686
C  0.04  -0.49  -3.02  -0.303
C  2.07  -0.35  -1.50  -0.163
N  1.34  -0.01  -0.46  0.694
H  5.00  -0.87  0.11  0.490
H  3.37  -0.49  0.76  -0.568
H  4.38  0.79  0.10  0.314
H  5.34  -0.94  -2.31  0.410
H  4.34  -1.31  -4.56  0.461
H  1.89  -1.09  -4.83  0.317
H  -0.22  -0.86  -4.01  0.421
H  -0.28  0.55  -2.95  -0.472
H  -0.50  -1.04  -2.24  -0.754
C  -7.27  -0.51  -0.10  -1.041
C  -6.05  -1.18  0.47  -1.080
Sb  -4.11  -0.19  0.05  0.018
C  -4.82  1.69  0.97  -1.065
C  -3.68  2.54  1.50  -0.638
C  -4.58  0.27  -2.09  -0.338
C  -5.08  1.66  -2.43  -1.265
H  -8.19  -1.00  0.22  0.394
H  -7.25  -0.53  -1.19  0.211
H  -7.32  0.53  0.22  0.219
H  -5.98  -2.20  0.10  0.450
H  -6.12  -1.23  1.56  0.445
H  -5.46  1.37  1.80  0.530
H  -5.42  2.25  0.25  0.533
H  -3.09  1.96  2.20  0.014
H  -4.06  3.43  2.00  0.636
H  -3.03  2.85  0.68  -0.167
H  -5.30  -0.48  -2.42  0.649
H  -3.65  0.08  -2.61  -0.044
H  -6.08  1.84  -2.04  0.323
H  -4.40  2.41  -2.02  0.109
H  -5.11  1.80  -3.51  0.401